Record 1
ORCA calculation (ωB97M-V/def2-TZVPD) on C32H16IN8Sn as an isolated structure.

Structure (ORCA input):
```
! RIJCOSX wB97M-V def2-TZVPD def2/J DEFGRID3
* xyz 1 1
Sn -0.804 1.560 -0.430
C -1.525 -1.346 -6.117
C -0.253 -0.837 -6.362
C 0.578 -0.427 -5.319
C 0.072 -0.538 -4.044
C 0.634 -0.177 -2.731
N -0.260 -0.441 -1.727
C -1.360 -1.008 -2.343
N -2.364 -1.559 -1.719
C -2.559 -1.455 -0.428
C -3.130 -2.540 0.398
C -3.635 -3.778 0.081
C -4.077 -4.568 1.148
C -3.993 -4.119 2.460
C -3.463 -2.862 2.766
C -3.046 -2.094 1.706
C -2.415 -0.757 1.628
N -2.083 -0.048 2.671
C -1.002 0.656 2.819
N 0.138 0.445 2.096
C 0.968 1.439 2.421
N 2.158 1.660 1.870
C 2.465 1.334 0.651
N 1.598 1.100 -0.391
C 2.327 0.687 -1.440
N 1.866 0.258 -2.601
C 3.773 0.751 -1.134
C 4.891 0.513 -1.896
C 6.130 0.703 -1.277
C 6.218 1.115 0.047
C 5.072 1.354 0.810
C 3.861 1.162 0.188
C 0.413 2.300 3.496
C 0.904 3.397 4.162
C 0.071 3.975 5.126
C -1.194 3.465 5.387
C -1.684 2.352 4.695
C -0.852 1.791 3.756
N -2.250 -0.377 0.328
C -1.191 -1.045 -3.801
C -2.017 -1.469 -4.817
H -2.142 -1.653 -6.950
H 0.096 -0.759 -7.383
H 1.568 -0.033 -5.500
H -3.693 -4.123 -0.942
H -4.493 -5.546 0.948
H -4.346 -4.756 3.260
H -3.391 -2.510 3.787
H 4.814 0.193 -2.927
H 7.038 0.529 -1.839
H 7.193 1.255 0.494
H 5.133 1.676 1.841
H 1.889 3.791 3.953
H 0.417 4.838 5.680
H -1.813 3.938 6.138
H -2.670 1.955 4.893
H -3.002 -1.868 -4.621
I -1.578 2.502 -2.969
*
```

Properties
LUMO energy	-5.3	eV
HOMO level	-10.53	eV
frontier orbital gap	5.25	eV

Record 2
ORCA calculation (ωB97M-V/def2-TZVPD) on C32H20CdCl5N2O2PSe2 as an isolated structure in a non-equilibrium geometry.

Structure (ORCA input):
```
! RIJCOSX wB97M-V def2-TZVPD def2/J DEFGRID3
* xyz -2 1
Cd -0.373 0.862 -1.026
O 0.639 2.414 -2.362
C -0.101 3.126 -3.128
C 0.416 3.494 -4.443
C -0.212 4.358 -5.265
C -1.512 4.858 -4.924
C -2.086 4.434 -3.753
C -1.426 3.628 -2.805
C -2.255 3.309 -1.616
N -1.900 2.480 -0.701
N -2.745 2.445 0.375
C -2.555 1.317 1.062
O -1.752 0.317 0.864
C -3.265 1.248 2.381
C -4.258 2.165 2.854
C -4.863 2.015 4.078
C -4.479 0.927 4.898
C -3.549 0.024 4.414
C -2.934 0.204 3.182
H 1.344 3.066 -4.681
H 0.195 4.504 -6.266
H -2.174 5.385 -5.597
H -3.126 4.682 -3.494
H -3.225 3.857 -1.411
H -4.617 3.032 2.246
H -5.670 2.662 4.390
H -5.033 0.702 5.825
H -3.311 -0.827 5.025
H -2.095 -0.431 2.910
Se 1.607 0.882 0.920
P 1.762 -1.259 1.094
Se 0.264 -2.435 0.237
C 3.412 -1.721 0.455
C 3.680 -3.084 0.199
C 4.836 -3.417 -0.534
C 5.769 -2.403 -0.826
C 5.538 -1.102 -0.404
C 4.369 -0.754 0.244
C 1.754 -1.674 2.886
C 0.569 -1.376 3.596
C 0.475 -1.688 4.982
C 1.573 -2.252 5.632
C 2.696 -2.613 4.916
C 2.775 -2.325 3.562
H 2.913 -3.773 0.390
H 4.964 -4.464 -0.828
H 6.518 -2.525 -1.605
H 6.259 -0.315 -0.680
H 4.012 0.310 0.428
H -0.182 -0.837 3.037
H -0.481 -1.575 5.464
H 1.452 -2.598 6.653
H 3.463 -3.170 5.416
H 3.675 -2.593 3.029
Cl -3.234 -0.295 -2.545
C -1.754 -1.157 -3.044
C -0.526 -0.695 -2.585
C 0.599 -1.352 -3.055
Cl 2.217 -0.858 -2.514
C 0.578 -2.388 -3.967
Cl 2.016 -3.191 -4.581
C -0.662 -2.752 -4.516
Cl -0.721 -3.959 -5.774
C -1.840 -2.107 -4.069
Cl -3.426 -2.741 -4.646
*
```

Properties
LUMO energy	4.1	eV
HOMO level	-1.87	eV
ΔE to the lowest compared entry with this formula, charge and spin	0.0	kJ/mol
frontier orbital gap	5.98	eV

Record 3
ORCA calculation (ωB97M-V/def2-TZVPD) on C32H22Cl3O2P2PtS2 as an isolated structure in a non-equilibrium geometry.

Structure (ORCA input):
```
! RIJCOSX wB97M-V def2-TZVPD def2/J DEFGRID3
* xyz 1 1
Pt -0.116 2.074 0.339
S 2.021 1.282 1.325
P 1.318 -0.479 0.560
C 0.196 0.255 -0.436
P -1.289 -0.165 -1.094
S -1.930 1.740 -1.428
C -2.410 -1.025 0.033
C -3.289 -2.002 -0.433
C -4.162 -2.626 0.450
C -4.157 -2.278 1.791
C -3.294 -1.293 2.254
C -2.429 -0.661 1.378
C -1.081 -1.223 -2.531
C -0.991 -0.648 -3.796
C -0.643 -1.432 -4.888
C -0.374 -2.782 -4.715
C -0.456 -3.357 -3.452
C -0.803 -2.580 -2.359
C 2.531 -1.466 -0.314
C 2.671 -1.275 -1.688
C 3.628 -1.995 -2.388
C 4.446 -2.894 -1.719
C 4.315 -3.079 -0.348
C 3.359 -2.368 0.358
C 0.690 -1.551 1.870
C 0.456 -1.060 3.150
C -0.094 -1.890 4.118
C -0.420 -3.202 3.806
C -0.190 -3.695 2.528
C 0.369 -2.874 1.561
H -3.302 -2.269 -1.481
H -4.849 -3.378 0.084
H -4.839 -2.765 2.476
H -3.299 -1.014 3.300
H -1.771 0.122 1.731
H -1.196 0.409 -3.920
H -0.576 -0.987 -5.872
H -0.099 -3.391 -5.566
H -0.248 -4.411 -3.321
H -0.868 -3.026 -1.373
H 2.021 -0.572 -2.195
H 3.736 -1.849 -3.455
H 5.192 -3.456 -2.268
H 4.959 -3.778 0.169
H 3.250 -2.515 1.426
H 0.717 -0.037 3.388
H -0.262 -1.512 5.118
H -0.846 -3.848 4.564
H -0.437 -4.721 2.287
H 0.574 -3.263 0.571
Cl 1.126 9.452 -0.608
C 0.681 7.969 0.148
C 1.138 6.785 -0.592
C 0.718 5.538 -0.506
Cl 1.340 4.209 -1.320
C -0.341 5.646 1.716
O -0.504 4.381 2.274
C -0.298 6.876 2.155
Cl -0.671 7.131 3.808
C 0.075 8.027 1.332
H 1.899 6.954 -1.343
H -0.082 8.998 1.781
O -0.349 5.179 0.385
C -0.462 3.666 1.172
*
```

Properties
LUMO energy (spin up / spin down)	-4.0 / -4.0	eV
HOMO level (spin up / spin down)	-10.31 / -10.31	eV
ΔE to the lowest compared entry with this formula, charge and spin	48.4	kJ/mol
frontier orbital gap (spin up / spin down)	6.32 / 6.32	eV

Record 4
ORCA calculation (ωB97M-V/def2-TZVPD) on C32H22ClCoNO9PS as an isolated structure.

Structure (ORCA input):
```
! RIJCOSX wB97M-V def2-TZVPD def2/J DEFGRID3
* xyz -1 4
Co 0.573 -1.016 0.963
O -2.197 -0.969 4.072
C -1.132 -0.609 3.349
O -1.195 0.060 2.351
C 0.159 -1.189 3.840
C 0.438 -1.535 5.145
C 1.690 -2.080 5.416
C 2.583 -2.300 4.384
C 2.210 -1.955 3.091
N 1.040 -1.379 2.858
C 3.049 -2.276 1.847
O 4.194 -2.678 2.055
O 2.419 -2.132 0.766
H -2.975 -0.764 3.519
H -0.304 -1.392 5.918
H 1.950 -2.353 6.431
H 3.556 -2.748 4.532
O -2.309 -4.312 0.899
S -1.855 -3.009 0.485
O -2.822 -1.932 0.601
O -0.557 -2.661 1.110
C -1.479 -3.147 -1.265
C -1.903 -4.306 -1.901
C -1.656 -4.494 -3.252
C -0.975 -3.524 -3.969
C -0.554 -2.364 -3.336
C -0.803 -2.149 -1.983
P -0.232 -0.609 -1.165
C 1.045 0.058 -2.268
C 2.371 -0.228 -1.949
C 3.391 0.264 -2.752
C 3.096 1.050 -3.857
C 1.776 1.343 -4.172
C 0.752 0.844 -3.380
C -1.655 0.495 -1.398
C -1.460 1.936 -1.000
C -2.714 2.565 -0.472
C -3.920 2.089 -0.861
C -4.024 0.891 -1.613
C -2.890 0.071 -1.780
H -2.412 -5.058 -1.314
H -1.984 -5.406 -3.736
H -0.763 -3.668 -5.021
H -0.012 -1.617 -3.902
H 2.602 -0.817 -1.066
H 4.421 0.043 -2.499
H 3.897 1.442 -4.472
H 1.544 1.960 -5.031
H -0.282 1.062 -3.628
H -1.171 2.496 -1.912
H -2.624 3.430 0.170
H -4.825 2.596 -0.546
H -4.994 0.529 -1.925
H -3.034 -0.944 -2.128
Cl 1.852 6.708 2.468
C 1.224 5.297 1.635
C 0.323 5.481 0.598
C -0.202 4.344 -0.031
C 0.182 3.083 0.362
O -0.364 1.933 -0.117
C 1.181 2.888 1.365
C 1.715 1.609 1.667
O 1.617 0.587 0.893
C 1.650 4.047 2.024
H 0.018 6.474 0.300
H -0.944 4.471 -0.810
H 2.317 1.531 2.582
H 2.382 3.945 2.815
*
```

Properties
LUMO energy (spin up / spin down)	2.4 / 1.3	eV
HOMO level (spin up / spin down)	-3.02 / -5.71	eV
ΔE to the lowest compared entry with this formula, charge and spin	351.6	kJ/mol
frontier orbital gap (spin up / spin down)	5.46 / 7.02	eV

Record 5
ORCA calculation (ωB97M-V/def2-TZVPD) on C32H23Cl2F3O6PReS5 as an isolated structure.

Structure (ORCA input):
```
! RIJCOSX wB97M-V def2-TZVPD def2/J DEFGRID3
* xyz -1 2
Re 0.623 0.486 1.259
C 2.786 -2.360 -0.492
C 1.988 -2.513 -1.750
C 2.248 -3.586 -2.600
C 1.597 -3.735 -3.812
C 0.666 -2.788 -4.211
C 0.381 -1.727 -3.369
C 1.007 -1.589 -2.130
P 0.616 -0.056 -1.205
C -1.105 0.385 -1.706
C -1.309 1.704 -1.768
C -2.679 2.295 -1.615
C -3.619 1.484 -0.711
C -3.436 0.031 -1.083
C -2.293 -0.503 -1.523
C -2.255 -1.973 -1.835
C 1.676 1.124 -2.058
C 2.132 1.059 -3.373
C 2.977 2.044 -3.849
C 3.365 3.085 -3.007
C 2.908 3.141 -1.704
C 2.051 2.154 -1.212
C 1.509 2.216 0.185
H 3.515 -3.164 -0.397
H 2.144 -2.376 0.385
H 3.324 -1.411 -0.483
H 2.991 -4.314 -2.296
H 1.823 -4.582 -4.448
H 0.159 -2.876 -5.163
H -0.350 -0.989 -3.678
H -0.485 2.405 -1.815
H -3.161 2.347 -2.594
H -4.632 1.785 -0.988
H -4.281 -0.622 -0.894
H -3.145 -2.455 -1.433
H -1.392 -2.477 -1.409
H -2.232 -2.143 -2.914
H 1.846 0.234 -4.013
H 3.347 1.998 -4.865
H 4.037 3.852 -3.375
H 3.217 3.948 -1.050
H 0.721 2.978 0.216
H 2.309 2.594 0.818
O 4.940 1.992 6.414
C 4.209 1.764 5.485
S 4.442 0.440 4.337
C 3.031 0.763 3.351
C 2.267 1.806 3.704
S 0.836 2.322 2.843
S 2.764 2.721 5.112
S 2.737 -0.242 1.944
Cl -6.221 1.994 3.780
C -4.740 1.647 2.923
C -4.704 1.834 1.528
C -3.567 1.588 0.807
Cl -2.554 4.000 -1.061
C -2.378 1.202 1.502
O -1.316 1.089 0.808
C -2.463 0.890 2.881
C -1.427 0.158 3.542
O -0.307 -0.150 3.115
C -3.663 1.132 3.581
H -5.611 2.140 1.021
H -1.672 -0.205 4.548
H -3.723 0.899 4.637
F 1.370 -3.820 2.228
C 0.195 -3.476 2.764
F -0.401 -4.591 3.208
F 0.422 -2.689 3.810
S -0.893 -2.703 1.487
O -2.063 -2.268 2.196
O -1.031 -3.760 0.527
O -0.066 -1.593 0.942
*
```

Properties
LUMO energy (spin up / spin down)	1.9 / 1.9	eV
HOMO level (spin up / spin down)	-4.22 / -4.58	eV
ΔE to the lowest compared entry with this formula, charge and spin	0.0	kJ/mol
frontier orbital gap (spin up / spin down)	6.15 / 6.50	eV

Record 6
ORCA calculation (ωB97M-V/def2-TZVPD) on C32H23Cl2F3O6PReS5 as an isolated structure in a non-equilibrium geometry.

Structure (ORCA input):
```
! RIJCOSX wB97M-V def2-TZVPD def2/J DEFGRID3
* xyz -1 4
Re 1.237 0.525 -0.414
C -1.759 3.265 -0.580
C -2.855 2.379 -0.090
C -4.067 2.927 0.317
C -5.112 2.132 0.756
C -4.959 0.757 0.774
C -3.755 0.194 0.381
C -2.682 0.986 -0.032
P -1.128 0.170 -0.629
C -1.403 -1.512 0.066
C -1.404 -1.506 1.465
C -1.499 -2.677 2.193
C -1.587 -3.886 1.523
C -1.566 -3.904 0.138
C -1.457 -2.735 -0.614
C -1.373 -2.833 -2.110
C -1.412 0.251 -2.425
C -2.682 0.266 -2.998
C -2.822 0.403 -4.367
C -1.688 0.531 -5.161
C -0.429 0.529 -4.588
C -0.264 0.396 -3.208
C 1.092 0.406 -2.578
H -2.040 4.315 -0.525
H -1.494 3.020 -1.611
H -0.864 3.107 0.015
H -4.191 4.002 0.286
H -6.043 2.582 1.073
H -5.772 0.118 1.094
H -3.657 -0.882 0.398
H -1.322 -0.553 1.977
H -1.480 -2.646 3.274
H -1.667 -4.812 2.079
H -1.615 -4.852 -0.385
H -1.361 -3.877 -2.422
H -0.458 -2.356 -2.464
H -2.213 -2.336 -2.593
H -3.559 0.186 -2.368
H -3.807 0.424 -4.815
H -1.792 0.643 -6.233
H 0.449 0.637 -5.212
H 1.711 1.156 -3.082
H 1.579 -0.556 -2.784
O 3.021 7.692 1.220
C 2.927 6.495 1.139
S 3.756 5.354 2.180
C 3.180 3.832 1.444
C 2.296 3.996 0.372
S 1.506 2.940 -0.746
S 1.910 5.665 -0.049
S 3.815 2.448 2.101
Cl 2.246 -4.026 5.459
C 1.941 -2.741 4.328
C 1.677 -1.457 4.824
C 1.446 -0.434 3.947
Cl 1.123 1.149 4.548
C 1.454 -0.611 2.523
O 1.245 0.394 1.769
C 1.692 -1.948 2.071
C 1.647 -2.295 0.690
O 1.394 -1.567 -0.279
C 1.949 -2.985 2.987
H 1.642 -1.276 5.889
H 1.824 -3.356 0.468
H 2.140 -3.978 2.601
F 4.687 -2.720 0.207
C 5.003 -1.415 0.298
F 4.555 -0.988 1.483
F 6.336 -1.336 0.318
S 4.290 -0.452 -1.152
O 5.444 0.178 -1.718
O 3.641 -1.454 -1.950
O 3.379 0.513 -0.494
*
```

Properties
LUMO energy (spin up / spin down)	1.7 / 1.0	eV
HOMO level (spin up / spin down)	-4.61 / -4.94	eV
ΔE to the lowest compared entry with this formula, charge and spin	21.8	kJ/mol
frontier orbital gap (spin up / spin down)	6.35 / 5.93	eV

Number 1: molecular weight 758.15 g mol⁻¹. Number 2: molecular weight 943.09 g mol⁻¹. Number 3: molecular weight 866.04 g mol⁻¹. Number 4: molecular weight 721.95 g mol⁻¹. Number 5: molecular weight 1008.95 g mol⁻¹. Number 6: molecular weight 1008.95 g mol⁻¹.